DFT (ωB97M-V/def2-TZVPD) results for a 3-piece molecular cluster, C21H40I2N2O7P2S overall.

* gap between HOMO and LUMO: 0.2383 Ha
* E_LUMO: -2.1 eV
* highest occupied orbital energy: -8.56 eV
* structure (SMILES): C[C@@H](I)[C@@H](I)C1=C([PH2]=S)C(=O)C=C([PH2]=O)C1=O.COCCNCCOC.COCCNCCOC
* calculated total energy: -3136.5030 a.u.

Atoms and positions in Å:
C 2.6727 2.1624 4.5399
C 2.1683 2.6197 3.1536
I 1.0129 4.4122 3.3946
C 3.3352 2.8661 2.1896
I 4.1475 1.0133 1.4846
C 3.1174 3.8022 1.0338
C 2.1810 3.7767 0.0680
P 0.9542 2.4795 -0.2719
S 1.4952 0.9459 -1.3206
C 2.1125 4.9026 -0.9149
O 1.6268 4.7634 -2.0097
C 2.6788 6.2100 -0.4820
C 3.6616 6.2315 0.4247
P 4.4413 7.7810 0.9208
O 5.8547 7.9967 0.5586
C 4.1222 4.9411 1.0078
O 5.2141 4.8150 1.4756
H 3.7242 1.8613 4.4843
H 2.0994 1.2961 4.8796
H 2.5625 2.9355 5.2986
H 1.4925 1.8544 2.7653
H 4.1620 3.2730 2.7739
H 0.4003 2.2103 0.9863
H -0.0428 3.2506 -0.8714
H 2.2948 7.1035 -0.9690
H 3.5158 8.6778 0.3573
H 4.1339 7.8428 2.2901
C -5.1512 -3.5018 -4.2514
O -3.9532 -3.7029 -4.9686
C -3.8148 -2.9170 -6.1447
C -2.7478 -1.8576 -5.9880
N -3.1500 -0.8326 -5.0385
C -2.1088 0.1230 -4.6770
C -0.8417 -0.3930 -4.0086
O -1.0290 -0.8759 -2.6933
C -1.4906 -2.2046 -2.5853
H -5.2130 -4.2901 -3.5032
H -5.1809 -2.5327 -3.7400
H -6.0246 -3.5708 -4.9075
H -4.7736 -2.4598 -6.4091
H -3.5230 -3.5898 -6.9556
H -2.5830 -1.3869 -6.9626
H -1.8148 -2.3667 -5.7079
H -3.5006 -1.2758 -4.1992
H -2.5577 0.8577 -4.0039
H -1.8147 0.6635 -5.5833
H -0.1557 0.4519 -3.9111
H -0.3314 -1.1521 -4.6158
H -1.1053 -2.8337 -3.3937
H -2.5836 -2.2742 -2.5794
H -1.1255 -2.5978 -1.6361
C 0.1712 -4.9096 4.8972
O 0.4587 -4.8099 3.5195
C -0.6595 -4.9681 2.6567
C -1.0263 -3.6689 1.9766
N -1.5605 -2.7037 2.9250
C -1.7530 -1.3586 2.3968
C -0.5398 -0.6047 1.8702
O 0.3768 -0.2108 2.8817
C 1.3061 -1.2008 3.2858
H 1.1243 -4.9664 5.4201
H -0.3847 -4.0446 5.2777
H -0.4058 -5.8127 5.1195
H -1.5140 -5.3655 3.2134
H -0.3829 -5.6971 1.8905
H -1.7905 -3.8777 1.2208
H -0.1324 -3.3089 1.4478
H -0.9553 -2.6616 3.7345
H -2.2036 -0.7538 3.1880
H -2.4872 -1.4139 1.5864
H -0.9026 0.3207 1.4177
H -0.0112 -1.1466 1.0798
H 1.6155 -1.8368 2.4528
H 0.9056 -1.8209 4.0930
H 2.1866 -0.6840 3.6647

DFT (ωB97M-V/def2-TZVPD) results for C8H20AuClFeO as an isolated structure.

* gap between HOMO and LUMO (alpha / beta): 0.1100 / 0.2538 Ha
* E_LUMO (alpha / beta): 3.0 / 1.8 eV
* relative energy (zero: lowest compared OMol25 entry of this formula, charge and spin): 0.0 kcal per mole
* highest occupied orbital energy (alpha / beta): 0.01 / -5.07 eV
* 2S+1: 8
* charge: -1
* ⟨S²⟩: 15.7630
* calculated total energy: -2251.4253 a.u.

Atoms and positions in Å:
Fe -2.0892 -3.0750 -2.1676
Cl -0.3164 -2.9766 -0.8080
C -1.8092 -3.3833 -4.0924
C -3.9053 -3.6640 -1.6888
H -2.7719 -3.5395 -4.6023
H -1.2404 -2.5508 -4.5317
H -1.2063 -4.3119 -4.1299
H -4.5362 -3.7617 -2.5858
H -4.3430 -2.9697 -0.9574
H -3.7552 -4.6587 -1.2261
Au -0.1185 -0.6178 -0.5079
C 1.6732 -0.9982 -1.5541
C -0.0902 1.2619 0.2992
H 1.4635 -1.4041 -2.5454
H 2.2079 -0.0378 -1.6199
H 2.2584 -1.6954 -0.9469
H -1.1325 1.5843 0.4496
H 0.4361 1.9695 -0.3660
C 2.5928 2.4571 1.6290
C 1.1939 2.1912 2.1800
C 1.2838 1.7557 3.6510
C 0.3692 3.4601 2.0359
O 0.5734 1.0620 1.5375
H 3.1033 3.1736 2.2859
H 2.5364 2.9088 0.6306
H 3.1970 1.5428 1.5762
H 1.7872 2.5183 4.2592
H 0.2711 1.5993 4.0486
H 1.8339 0.8063 3.7365
H 0.4271 3.8346 1.0068
H -0.6750 3.2835 2.3133
H 0.7814 4.2357 2.6907

DFT (ωB97M-V/def2-TZVPD) results for C3H3NO2 as an isolated structure.

* gap between HOMO and LUMO: 0.3361 Ha
* E_LUMO: 0.2 eV
* relative energy (zero: lowest compared OMol25 entry of this formula, charge and spin): 111.6 kcal per mole
* highest occupied orbital energy: -8.90 eV
* calculated total energy: -321.1999 a.u.

Atoms and positions in Å:
C -1.0307 -0.1884 0.0997
O -0.4837 0.8647 -0.5333
C 0.9077 0.9816 -0.5777
O 1.4318 1.9018 -1.1091
C 1.5949 -0.2223 0.1450
N 0.7059 -0.9653 0.5880
H 0.0330 -1.5874 0.9525
H -1.5876 0.0861 1.0074
H -1.5712 -0.8707 -0.5726

DFT (ωB97M-V/def2-TZVPD) results for an isolated ion of composition C4H6N3O and charge +1.

* gap between HOMO and LUMO (alpha / beta): 0.2977 / 0.2976 Ha
* E_LUMO (alpha / beta): -5.6 / -5.6 eV
* relative energy (zero: lowest compared OMol25 entry of this formula, charge and spin): 68.6 kcal per mole
* highest occupied orbital energy (alpha / beta): -13.73 / -13.73 eV
* charge: +1
* calculated total energy: -395.1393 a.u.

Atoms and positions in Å:
C 1.2451 -1.1340 -1.7416
C 0.4899 -0.1478 -2.3971
C -0.4523 0.7733 -0.3666
C 0.1327 -1.3566 0.3965
N 0.9331 -1.7282 -0.6479
N -0.2288 -0.0229 0.6492
N -0.4559 2.0803 -0.4568
O -0.0494 0.1967 -3.3289
H 2.1516 -1.5216 -2.1724
H -0.8256 -1.9214 0.3389
H 0.6880 -1.8704 1.2411
H -0.5317 0.1111 1.6060
H -0.3867 2.4484 -1.3161
H -0.4041 2.6537 0.4170

DFT (ωB97M-V/def2-TZVPD) results for C2H5BO2 as an isolated structure.

* gap between HOMO and LUMO: 0.3505 Ha
* E_LUMO: 0.4 eV
* relative energy (zero: lowest compared OMol25 entry of this formula, charge and spin): 109.6 kcal per mole
* highest occupied orbital energy: -9.13 eV
* calculated total energy: -254.4397 a.u.

Atoms and positions in Å:
B 0.8381 0.7009 1.9339
C 0.6467 0.7460 -0.0993
C -0.6385 -0.8753 -1.1844
O -0.3902 0.7316 2.0168
O 0.5294 -0.4719 -0.4810
H 1.8852 0.6841 2.1689
H -0.2473 1.3221 -0.4601
H -1.3457 -1.1857 -0.3819
H -0.3153 -1.7270 -1.7665
H -0.9624 0.0752 -1.7465

DFT (ωB97M-V/def2-TZVPD) results for C4H5KO6 as an isolated structure.

* gap between HOMO and LUMO (alpha / beta): 0.3723 / 0.2113 Ha
* E_LUMO (alpha / beta): -4.0 / -8.0 eV
* relative energy (zero: lowest compared OMol25 entry of this formula, charge and spin): 88.8 kcal per mole
* highest occupied orbital energy (alpha / beta): -14.09 / -13.75 eV
* 2S+1: 2
* charge: +1
* ⟨S²⟩: 0.7759
* calculated total energy: -1206.4260 a.u.

Atoms and positions in Å:
O -0.0957 1.4425 2.5734
C 0.1761 0.3374 3.0044
O 0.5838 0.2480 4.1818
K -0.0784 3.8873 1.4603
O 0.1546 -1.0512 2.1167
O -0.6466 -0.2165 -1.3786
C -0.0929 0.0371 -2.5516
O 0.3210 -0.8286 -3.2797
O 0.2074 1.3322 -2.5960
C -0.2441 -1.3816 -0.6399
C -0.1499 -0.7850 0.7554
H 0.5917 1.5373 -3.4591
H 0.7473 -1.7647 -0.9101
H -1.0510 -2.1145 -0.7489
H -1.2055 -0.4743 0.9036
H 0.7822 -0.2054 0.5684